(1)
Entry from the OMol25 dataset: C5H10O2 as an isolated structure (ωB97M-V/def2-TZVPD).

The HOMO energy comes out at -8.59 eV. The gap between HOMO and LUMO comes out at 0.3529 Ha. The electronic energy comes out at -9438.908 eV. The relative energy (zero: lowest compared OMol25 entry of this formula, charge and spin) comes out at 399.0 kJ/mol.

Element x y z (Å)
1 C 0.553 -0.631 1.855
2 O -0.094 -1.236 0.775
3 C -1.357 0.906 -0.351
4 C -0.202 1.839 -0.585
5 O -0.115 1.321 -1.951
6 C -1.205 0.526 -1.617
7 C 0.756 -1.538 -0.303
8 H 0.961 0.362 1.607
9 H -0.206 -0.498 2.631
10 H 1.373 -1.259 2.242
11 H -1.995 0.665 0.481
12 H 0.747 1.686 -0.056
13 H -0.469 2.900 -0.582
14 H -1.650 -0.152 -2.338
15 H 0.160 -2.094 -1.031
16 H 1.141 -0.637 -0.806
17 H 1.601 -2.161 0.031

Okay, here come the natural (NBO) numbers, in e, for every atom: number 1, C, carries -0.25; number 2, O, carries -0.54; number 3, C, carries -0.32; number 4, C, carries -0.09; number 5, O, carries -0.51; number 6, C, carries 0.12; number 7, C, carries -0.26; number 8, H, carries 0.16; number 9, H, carries 0.19; number 10, H, carries 0.17; number 11, H, carries 0.23; number 12, H, carries 0.19; number 13, H, carries 0.20; number 14, H, carries 0.20; number 15, H, carries 0.19; number 16, H, carries 0.17; number 17, H, carries 0.17

---

(2)
Entry from the OMol25 dataset: a 5-piece molecular cluster, C18H39O5P2 overall in a non-equilibrium geometry (ωB97M-V/def2-TZVPD).

The HOMO energy comes out at -3.48 eV. The gap between HOMO and LUMO comes out at 0.2161 Ha. The electronic energy comes out at -48107.314 eV. The net charge is -1.

Element x y z (Å)
1 C 3.306 0.294 3.155
2 C 2.188 -0.209 3.212
3 P 0.561 -1.288 3.373
4 P -0.605 0.578 3.105
5 O -1.158 1.047 4.461
6 H 4.412 0.423 3.176
7 H 0.528 -1.077 4.808
8 H -0.675 -2.036 3.438
9 H 0.672 -1.523 1.940
10 H 1.348 -2.499 3.624
11 H -1.740 0.316 2.251
12 H 0.235 1.594 2.504
13 C 4.064 3.566 -0.619
14 C 4.476 2.439 -1.543
15 C 4.271 1.219 -0.664
16 O 3.199 1.530 0.230
17 C 2.919 2.932 0.152
18 H 3.773 4.480 -1.139
19 H 4.885 3.807 0.063
20 H 3.799 2.397 -2.403
21 H 5.497 2.529 -1.917
22 H 5.162 1.009 -0.062
23 H 4.021 0.324 -1.238
24 H 1.967 3.055 -0.378
25 H 2.812 3.341 1.158
26 C 0.995 3.477 -3.523
27 C 2.122 4.166 -4.259
28 C 1.499 5.505 -4.610
29 O 0.555 5.804 -3.574
30 C 0.358 4.630 -2.771
31 H 1.328 2.672 -2.865
32 H 0.283 3.059 -4.241
33 H 2.970 4.314 -3.584
34 H 2.474 3.619 -5.135
35 H 0.953 5.454 -5.558
36 H 2.237 6.308 -4.676
37 H 0.850 4.796 -1.807
38 H -0.709 4.479 -2.595
39 C -4.865 -2.936 2.348
40 C -5.310 -2.431 3.706
41 C -4.019 -2.504 4.504
42 O -2.949 -2.289 3.579
43 C -3.463 -2.364 2.246
44 H -5.514 -2.624 1.528
45 H -4.824 -4.030 2.353
46 H -5.641 -1.391 3.625
47 H -6.119 -3.013 4.150
48 H -3.883 -3.495 4.952
49 H -3.973 -1.754 5.297
50 H -3.477 -1.349 1.834
51 H -2.802 -2.979 1.633
52 C -0.880 -4.813 -2.335
53 C -1.066 -3.309 -2.376
54 C -2.369 -3.133 -1.617
55 O -2.436 -4.195 -0.658
56 C -1.415 -5.156 -0.957
57 H 0.153 -5.132 -2.482
58 H -1.498 -5.286 -3.105
59 H -0.251 -2.819 -1.837
60 H -1.102 -2.898 -3.386
61 H -3.234 -3.228 -2.284
62 H -2.428 -2.172 -1.104
63 H -0.635 -5.065 -0.194
64 H -1.834 -6.164 -0.907

Okay, here come the natural (NBO) numbers, in e, for every atom: number 1, C, carries -0.43; number 2, C, carries -0.29; number 3, P, carries 0.38; number 4, P, carries 1.11; number 5, O, carries -1.15; number 6, H, carries 0.21; number 7, H, carries -0.12; number 8, H, carries -0.13; number 9, H, carries -0.18; number 10, H, carries -0.16; number 11, H, carries -0.13; number 12, H, carries -0.11; number 13, C, carries -0.43; number 14, C, carries -0.43; number 15, C, carries -0.06; number 16, O, carries -0.51; number 17, C, carries -0.07; number 18, H, carries 0.21; number 19, H, carries 0.20; number 20, H, carries 0.19; number 21, H, carries 0.21; number 22, H, carries 0.16; number 23, H, carries 0.18; number 24, H, carries 0.16; number 25, H, carries 0.20; number 26, C, carries -0.43; number 27, C, carries -0.43; number 28, C, carries -0.07; number 29, O, carries -0.54; number 30, C, carries -0.07; number 31, H, carries 0.23; number 32, H, carries 0.20; number 33, H, carries 0.20; number 34, H, carries 0.21; number 35, H, carries 0.16; number 36, H, carries 0.18; number 37, H, carries 0.17; number 38, H, carries 0.19; number 39, C, carries -0.43; number 40, C, carries -0.43; number 41, C, carries -0.07; number 42, O, carries -0.52; number 43, C, carries -0.08; number 44, H, carries 0.21; number 45, H, carries 0.19; number 46, H, carries 0.20; number 47, H, carries 0.20; number 48, H, carries 0.15; number 49, H, carries 0.19; number 50, H, carries 0.16; number 51, H, carries 0.20; number 52, C, carries -0.43; number 53, C, carries -0.43; number 54, C, carries -0.07; number 55, O, carries -0.54; number 56, C, carries -0.07; number 57, H, carries 0.22; number 58, H, carries 0.19; number 59, H, carries 0.22; number 60, H, carries 0.21; number 61, H, carries 0.16; number 62, H, carries 0.19; number 63, H, carries 0.18; number 64, H, carries 0.18

---

Look up the electronic energy of the second one.
-48107.314 eV